[1]
The following is a quantum chemistry calculation of a 3-piece molecular cluster, C14H22BIN3O7P overall at a distorted geometry, from the Open Molecules 2025 dataset.

Last column: Löwdin charge in e.
CARTESIAN COORDINATES (ANGSTROEM)
1 C 5.12 -2.89 -1.04  -0.181
2 C 4.35 -1.83 -0.01  -0.273
3 C 4.16 -0.44 -0.87  -0.640
4 I 2.97 -0.91 -2.64  0.901
5 C 3.65 0.85 0.01  -0.377
6 P 4.12 2.55 -0.81  0.771
7 N 3.15 2.97 -2.04  -0.190
8 O 5.77 2.48 -1.42  -0.236
9 O 4.07 3.81 0.40  -0.202
10 O 4.64 0.84 1.13  -0.092
11 C 4.00 0.49 2.45  -0.209
12 O 4.46 0.68 3.69  0.058
13 O 2.65 -0.08 2.10  -0.013
14 C 2.30 0.76 0.92  -0.108
15 B 0.81 0.62 0.25  -0.351
16 O 0.30 1.61 -0.77  0.023
17 O -0.19 -0.45 0.61  0.042
18 H 4.38 -3.73 -1.37  0.073
19 H 5.62 -2.33 -1.96  0.072
20 H 6.03 -3.44 -0.50  0.088
21 H 3.36 -2.27 0.44  0.115
22 H 5.10 -1.71 0.91  0.131
23 H 5.25 -0.15 -1.26  0.114
24 H 2.44 2.22 -2.14  -0.065
25 H 5.72 2.89 -2.36  0.101
26 H 3.81 3.41 1.30  0.086
27 H 2.28 1.85 1.42  0.177
28 H 0.45 1.20 -1.68  0.098
29 H 0.30 -1.31 0.77  0.113
30 C -4.86 -2.61 1.18  -0.114
31 C -4.23 -3.58 1.99  -0.118
32 C -2.87 -3.33 1.94  -0.143
33 N -2.67 -2.25 1.12  0.006
34 C -3.87 -1.80 0.66  -0.138
35 H -5.92 -2.51 0.99  0.092
36 H -4.70 -4.37 2.55  0.090
37 H -2.04 -3.83 2.42  0.103
38 H -1.77 -1.85 0.90  0.101
39 H -3.93 -0.94 0.00  0.096
40 C -7.53 1.77 -0.53  -0.117
41 C -7.17 2.26 -1.81  -0.119
42 C -5.79 2.29 -1.85  -0.145
43 N -5.32 1.84 -0.65  -0.005
44 C -6.37 1.52 0.17  -0.147
45 H -8.54 1.62 -0.15  0.091
46 H -7.84 2.55 -2.60  0.090
47 H -5.11 2.59 -2.64  0.104
48 H -4.34 1.76 -0.40  0.141
49 H -6.20 1.14 1.17  0.106

Summary:
gap between HOMO and LUMO = 7.41 eV
net charge = 0
E_LUMO = -0.8 eV
SMILES = CC[C@@H](I)[C@]1(P(=N)(O)O)OC(=O)O[C@@H]1B(O)O.c1cc[nH]c1.c1cc[nH]c1

[2]
The following is a quantum chemistry calculation of C36H45N2O5PbS as an isolated structure at a distorted geometry, from the Open Molecules 2025 dataset.

Last column: Löwdin charge in e.
CARTESIAN COORDINATES (ANGSTROEM)
1 Pb 1.02 -1.79 0.59  1.471
2 C -1.70 5.27 3.06  -0.048
3 C -1.00 5.00 1.72  -0.558
4 C 0.09 6.05 1.45  -0.041
5 C -2.05 5.11 0.61  -0.066
6 C -0.36 3.62 1.77  -0.172
7 C -0.62 2.64 0.86  0.042
8 C -0.09 1.35 1.00  -0.177
9 N -0.35 0.31 0.21  0.067
10 C -0.85 0.24 -1.01  -0.211
11 C -0.75 1.23 -2.02  0.027
12 C -0.99 0.91 -3.33  -0.145
13 C -1.44 -0.40 -3.65  0.047
14 C -1.62 -1.39 -2.73  -0.082
15 C -1.38 -1.09 -1.33  -0.345
16 O -1.60 -1.90 -0.41  -0.087
17 C -1.95 -2.82 -3.12  -0.531
18 C -1.91 -3.04 -4.64  -0.065
19 C -3.35 -3.17 -2.61  -0.040
20 C -0.90 -3.75 -2.50  -0.038
21 C -0.65 1.91 -4.42  -0.545
22 C -1.63 3.09 -4.35  -0.043
23 C 0.79 2.43 -4.21  -0.036
24 C -0.71 1.31 -5.82  -0.066
25 C 0.69 1.01 2.18  -0.279
26 O 1.06 -0.19 2.39  -0.194
27 C 1.02 2.07 3.09  -0.081
28 C 0.51 3.32 2.85  0.031
29 C 1.88 1.75 4.30  -0.536
30 C 2.14 2.97 5.18  -0.069
31 C 1.17 0.68 5.14  -0.040
32 C 3.23 1.22 3.80  -0.030
33 H -2.31 6.17 2.99  0.078
34 H -2.34 4.43 3.31  0.092
35 H -0.98 5.41 3.86  0.074
36 H -0.35 7.05 1.45  0.081
37 H 0.87 6.02 2.20  0.077
38 H 0.53 5.87 0.47  0.089
39 H -2.47 6.11 0.61  0.081
40 H -1.60 4.93 -0.36  0.078
41 H -2.86 4.40 0.77  0.089
42 H -1.29 2.82 0.03  0.097
43 H -0.31 2.17 -1.76  0.110
44 H -1.60 -0.63 -4.68  0.084
45 H -2.66 -2.43 -5.15  0.078
46 H -0.92 -2.80 -5.03  0.091
47 H -2.12 -4.08 -4.85  0.080
48 H -4.10 -2.55 -3.10  0.083
49 H -3.58 -4.22 -2.82  0.080
50 H -3.41 -3.00 -1.54  0.075
51 H 0.11 -3.38 -2.72  0.082
52 H -1.02 -3.79 -1.42  0.067
53 H -0.99 -4.76 -2.90  0.083
54 H -1.64 3.54 -3.36  0.073
55 H -1.35 3.86 -5.07  0.081
56 H -2.64 2.76 -4.59  0.084
57 H 0.86 3.09 -3.35  0.079
58 H 1.47 1.60 -4.06  0.090
59 H 1.12 2.99 -5.08  0.082
60 H -1.71 0.97 -6.07  0.080
61 H -0.41 2.06 -6.55  0.081
62 H -0.02 0.47 -5.90  0.092
63 H 0.77 4.13 3.51  0.095
64 H 1.20 3.40 5.54  0.079
65 H 2.72 2.67 6.05  0.081
66 H 2.71 3.73 4.64  0.083
67 H 0.19 1.05 5.46  0.087
68 H 1.02 -0.22 4.56  0.071
69 H 1.75 0.44 6.03  0.080
70 H 3.75 1.98 3.23  0.093
71 H 3.85 0.93 4.64  0.085
72 H 3.09 0.35 3.16  0.065
73 O 2.70 1.70 -1.20  0.042
74 C 3.74 1.18 -1.86  -0.283
75 C 4.90 1.94 -1.98  -0.027
76 C 5.99 1.45 -2.67  -0.101
77 C 5.94 0.20 -3.28  -0.106
78 C 4.79 -0.56 -3.15  -0.028
79 C 3.69 -0.10 -2.44  -0.084
80 C 2.56 -1.05 -2.19  -0.589
81 O 2.53 -2.15 -2.72  0.039
82 O 1.65 -0.62 -1.37  -0.234
83 H 2.06 0.95 -1.10  0.058
84 H 4.94 2.90 -1.49  0.111
85 H 6.90 2.03 -2.71  0.096
86 H 6.79 -0.18 -3.81  0.090
87 H 4.72 -1.55 -3.57  0.113
88 S 5.87 -0.82 0.82  0.550
89 C 4.35 -1.24 0.83  -0.998
90 N 3.22 -1.59 0.86  -0.119

Summary:
gap between HOMO and LUMO (spin up / spin down) = 5.81 / 5.84 eV
net charge = -1
E_LUMO (spin up / spin down) = 1.0 / 1.0 eV

[3]
The following is a quantum chemistry calculation of a 2-piece molecular cluster, C2H4BrI overall at a distorted geometry, from the Open Molecules 2025 dataset.

Last column: Löwdin charge in e.
CARTESIAN COORDINATES (ANGSTROEM)
1 C 0.86 -1.27 -1.02  -0.582
2 C -0.58 1.52 0.77  -0.638
3 Br 0.09 -2.43 0.15  0.594
4 I -2.18 0.74 -0.17  0.797
5 H 1.54 -1.66 -1.79  0.002
6 H 0.93 -0.35 -0.46  -0.072
7 H -0.51 2.56 1.01  -0.048
8 H -0.15 0.88 1.51  -0.053

Summary:
energy relative to the best compared isomer or geometry (same formula, charge and spin) = 419.0 kJ/mol
gap between HOMO and LUMO (spin up / spin down) = 7.81 / 8.24 eV
net charge = 0
E_LUMO (spin up / spin down) = -0.6 / -0.2 eV

[4]
The following is a quantum chemistry calculation of a 8-piece molecular cluster, C32H75N7OS overall at a distorted geometry, from the Open Molecules 2025 dataset.

Last column: Löwdin charge in e.
CARTESIAN COORDINATES (ANGSTROEM)
1 C -2.09 -3.69 4.14  -0.063
2 C -1.01 -2.94 3.38  -0.253
3 N 0.05 -3.71 2.66  -0.177
4 C 0.84 -4.54 3.63  -0.235
5 C 1.46 -3.86 4.88  -0.095
6 C -0.46 -4.51 1.57  -0.290
7 C 0.71 -5.02 0.84  -0.101
8 H -1.60 -4.16 4.99  0.068
9 H -2.41 -4.45 3.43  0.069
10 H -2.82 -2.99 4.55  0.085
11 H -1.39 -2.28 2.59  0.086
12 H -0.43 -2.37 4.11  0.087
13 H 0.27 -5.34 4.09  0.110
14 H 1.70 -5.02 3.16  0.099
15 H 0.82 -3.45 5.66  0.066
16 H 2.12 -4.50 5.46  0.074
17 H 2.17 -3.11 4.54  0.061
18 H -1.12 -3.89 0.97  0.113
19 H -1.19 -5.24 1.93  0.111
20 H 1.62 -4.43 0.96  0.034
21 H 0.69 -4.70 -0.20  0.074
22 H 0.94 -6.06 1.09  0.092
23 C 3.24 -1.00 -2.27  -0.017
24 C 2.86 0.45 -2.69  -0.176
25 N 3.03 0.81 -4.06  0.025
26 C 4.44 0.95 -4.47  -0.164
27 C 4.48 2.23 -5.35  -0.043
28 C 2.23 0.13 -5.14  -0.140
29 C 0.71 0.22 -4.87  -0.047
30 H 2.83 -1.72 -2.98  0.086
31 H 2.64 -1.36 -1.43  0.061
32 H 4.31 -1.19 -2.24  0.081
33 H 1.79 0.56 -2.51  0.093
34 H 3.41 1.09 -1.99  0.143
35 H 5.26 0.84 -3.76  0.139
36 H 4.71 0.08 -5.06  0.138
37 H 4.56 3.07 -4.66  0.081
38 H 5.32 2.27 -6.03  0.092
39 H 3.60 2.56 -5.91  0.082
40 H 2.44 -0.93 -5.28  0.142
41 H 2.50 0.63 -6.07  0.125
42 H 0.29 -0.39 -5.67  0.096
43 H 0.27 1.21 -4.83  0.068
44 H 0.47 -0.21 -3.90  0.054
45 C -4.94 -0.97 -5.67  -0.107
46 C -4.38 -1.18 -4.34  -0.307
47 N -4.73 0.05 -3.65  -0.194
48 C -5.19 -0.27 -2.33  -0.272
49 C -4.22 -0.91 -1.37  -0.099
50 C -3.71 1.12 -3.67  -0.223
51 C -4.38 2.46 -4.09  -0.065
52 H -5.97 -0.62 -5.55  0.091
53 H -4.91 -1.97 -6.10  0.073
54 H -4.29 -0.32 -6.26  0.078
55 H -4.78 -2.10 -3.92  0.122
56 H -3.31 -1.26 -4.47  0.106
57 H -5.52 0.68 -1.91  0.112
58 H -6.11 -0.85 -2.30  0.119
59 H -3.25 -0.41 -1.37  0.026
60 H -4.48 -0.91 -0.31  0.068
61 H -4.12 -1.99 -1.49  0.068
62 H -2.84 0.87 -4.28  0.103
63 H -3.32 1.28 -2.66  0.066
64 H -5.36 2.75 -3.71  0.075
65 H -4.51 2.67 -5.15  0.068
66 H -3.66 3.22 -3.77  0.038
67 C 0.48 3.94 5.88  -0.083
68 C 0.48 2.46 6.33  -0.236
69 N 1.57 1.62 5.83  -0.205
70 C 1.56 0.21 6.19  -0.238
71 C 1.74 0.05 7.77  -0.067
72 C 1.87 1.69 4.40  -0.268
73 C 0.71 1.32 3.47  -0.089
74 H 0.00 4.58 6.62  0.070
75 H 0.03 4.11 4.90  0.059
76 H 1.48 4.37 5.91  0.075
77 H 0.68 2.54 7.40  0.108
78 H -0.49 2.01 6.12  0.110
79 H 2.20 -0.43 5.59  0.101
80 H 0.54 -0.15 6.00  0.093
81 H 2.37 0.86 8.14  0.066
82 H 2.28 -0.85 8.06  0.057
83 H 0.77 0.08 8.26  0.063
84 H 2.38 2.63 4.18  0.106
85 H 2.60 0.93 4.13  0.098
86 H -0.22 1.84 3.72  0.057
87 H 1.09 1.74 2.54  0.065
88 H 0.59 0.24 3.50  0.062
89 C 3.91 -2.93 0.83  -0.049
90 C 4.98 -3.21 -0.13  -0.318
91 N 5.79 -3.41 -0.85  0.147
92 H 2.99 -2.97 0.24  0.048
93 H 4.20 -1.95 1.21  0.090
94 H 3.99 -3.69 1.60  0.090
95 C -2.54 3.29 0.94  -0.008
96 C -2.51 1.82 1.41  -0.294
97 N -2.54 0.80 1.72  0.158
98 H -2.26 3.88 1.81  0.078
99 H -3.60 3.25 0.68  0.079
100 H -1.99 3.44 0.01  0.060
101 C 0.16 -0.85 0.33  -0.034
102 C -0.45 0.01 -0.76  -0.215
103 N -0.96 0.58 -1.62  0.167
104 H 0.58 -1.77 -0.06  0.061
105 H -0.53 -1.19 1.11  0.047
106 H 0.92 -0.18 0.75  0.067
107 C -0.48 3.51 -3.22  -0.310
108 S -1.04 5.15 -3.66  0.796
109 O -1.12 5.40 -5.16  -0.529
110 C 0.39 5.95 -2.95  -0.273
111 H 0.33 3.44 -3.95  0.033
112 H -1.20 2.70 -3.15  0.011
113 H 0.08 3.43 -2.28  0.044
114 H 0.42 5.74 -1.88  0.059
115 H 0.24 6.99 -3.25  0.056
116 H 1.26 5.60 -3.51  0.053

Summary:
gap between HOMO and LUMO (spin up / spin down) = 7.27 / 2.72 eV
spin multiplicity = 2
<S²> = 0.755
net charge = +1
E_LUMO (spin up / spin down) = -2.5 / -7.1 eV

[5]
The following is a quantum chemistry calculation of C3H3IN2S as an isolated structure at a distorted geometry, from the Open Molecules 2025 dataset.

Last column: Löwdin charge in e.
CARTESIAN COORDINATES (ANGSTROEM)
1 C 0.48 -0.72 -0.02  -0.115
2 C 0.98 -0.69 -1.30  -0.259
3 C -0.25 0.48 0.22  -0.840
4 N 0.72 0.41 -2.04  -0.354
5 N -0.89 1.10 1.15  -0.578
6 S -0.29 1.39 -1.30  1.026
7 I -0.19 0.87 3.07  0.733
8 H 0.40 -1.55 0.57  0.073
9 H 1.56 -1.63 -1.55  0.128
10 H -2.52 0.36 1.22  0.186

Summary:
energy relative to the best compared isomer or geometry (same formula, charge and spin) = 445.0 kJ/mol
gap between HOMO and LUMO (spin up / spin down) = 7.76 / 7.25 eV
net charge = 0
E_LUMO (spin up / spin down) = -0.9 / -1.8 eV

[6]
The following is a quantum chemistry calculation of one molecule with the formula C5H9NO2S2 at a distorted geometry, from the Open Molecules 2025 dataset.

Last column: Löwdin charge in e.
CARTESIAN COORDINATES (ANGSTROEM)
1 C 1.04 1.81 -1.09  -0.287
2 C -1.06 0.58 -0.80  -0.129
3 C -1.90 0.18 0.48  -0.160
4 C -0.56 -1.47 1.26  -0.092
5 C 0.96 -0.42 -0.02  -1.093
6 N 0.34 0.71 -0.56  -0.203
7 O 2.22 1.88 -0.96  0.000
8 O -1.70 -1.17 0.72  -0.142
9 S 1.46 -1.54 -1.29  0.688
10 S 2.09 -0.07 1.33  0.693
11 H 0.36 2.57 -1.46  0.137
12 H -1.26 -0.34 -1.37  0.131
13 H -1.45 1.56 -1.12  0.127
14 H -1.67 0.58 1.50  0.145
15 H -2.95 0.42 0.13  0.143
16 H -0.25 -2.55 1.28  0.129
17 H -0.32 -0.91 2.07  0.020
18 H 1.96 -2.76 -0.58  -0.041
19 H 2.70 0.94 0.50  -0.066

Summary:
energy relative to the best compared isomer or geometry (same formula, charge and spin) = 352.9 kJ/mol
gap between HOMO and LUMO = 8.32 eV
net charge = 0
E_LUMO = 0.6 eV